Record 1
DFT (ωB97M-V with the def2-TZVPD basis set) results for an isolated molecule of C25H40N4O3.

Calculated values
Net charge: 0
Calculated total energy: -38680.090 eV
HOMO: -9.11 eV
Energy above the lowest of the compared OMol25 structures with the same formula, charge and spin: 0.7 kcal/mol
HOMO-LUMO gap: 9.6810 eV
SMILES string: CC(C)C[C@H](N)C(=O)N1CCC(C(=O)N[C@H](C(=O)N[C@H](C)c2ccccc2)C(C)C)CC1

CARTESIAN COORDINATES (ANGSTROEM)
C -4.94630 -3.38560 1.38884
C -6.01506 -2.38640 0.95185
C -6.88926 -3.00552 -0.13635
C -5.39030 -1.08367 0.44080
C -4.83165 -0.20823 1.57320
N -5.92963 0.20975 2.42768
C -4.12173 1.00386 0.95154
O -4.68575 2.08633 0.92006
N -2.89337 0.82742 0.41731
C -2.05712 -0.34786 0.48736
C -0.83519 -0.07990 1.37223
C -0.05491 1.14763 0.89282
C 0.66550 0.87429 -0.42344
O 0.48980 -0.12173 -1.10683
N 1.52096 1.84754 -0.78681
C 2.33229 1.76762 -1.99169
C 3.57377 0.92615 -1.62635
O 4.64425 1.41470 -1.32952
N 3.30937 -0.39060 -1.63417
C 4.24057 -1.37914 -1.12084
C 4.23135 -2.61206 -2.02307
C 3.89750 -1.74987 0.30603
C 4.86674 -1.69089 1.29777
C 4.56190 -2.03696 2.60278
C 3.28072 -2.44443 2.93103
C 2.30714 -2.50221 1.94833
C 2.61189 -2.15715 0.64356
C 2.69852 3.16228 -2.50459
C 3.50884 3.03982 -3.79286
C 1.44310 3.99754 -2.74600
C -1.01108 2.34144 0.75107
C -2.19552 1.96881 -0.13924
H -4.28395 -3.62399 0.55784
H -4.34972 -2.99176 2.20780
H -5.41083 -4.30807 1.72918
H -6.64061 -2.13636 1.81343
H -7.68463 -2.32316 -0.42606
H -7.34319 -3.92807 0.21806
H -6.29350 -3.23367 -1.01838
H -4.60524 -1.30850 -0.28382
H -6.15678 -0.49831 -0.07195
H -4.13612 -0.77576 2.19803
H -5.57252 0.74217 3.21494
H -6.52519 0.84384 1.90077
H -2.61169 -1.19957 0.87322
H -1.71231 -0.58762 -0.52357
H -0.18424 -0.95401 1.35422
H -1.16243 0.08985 2.40046
H 0.71618 1.38852 1.63490
H 1.76172 2.57723 -0.13460
H 1.73976 1.23181 -2.74163
H 2.34689 -0.68376 -1.75596
H 5.22796 -0.90600 -1.14329
H 4.49778 -2.33529 -3.04007
H 3.24390 -3.06776 -2.02966
H 4.94754 -3.34298 -1.65713
H 5.86633 -1.36830 1.04540
H 5.32590 -1.98699 3.36459
H 3.04059 -2.71576 3.94847
H 1.30673 -2.82460 2.20020
H 1.84007 -2.20021 -0.11131
H 3.32435 3.64537 -1.74667
H 3.76969 4.02725 -4.16498
H 2.93328 2.52334 -4.55847
H 4.42658 2.48852 -3.61100
H 0.85707 4.11392 -1.83743
H 1.71719 4.98691 -3.10309
H 0.81527 3.52400 -3.49798
H -0.49677 3.20707 0.33106
H -1.38664 2.61580 1.73920
H -2.90635 2.79459 -0.20080
H -1.84488 1.71366 -1.14511

=====

Record 2
DFT (ωB97M-V with the def2-TZVPD basis set) results for a structure of composition C25H40N8O2RuS.

Calculated values
Net charge: +3
Spin multiplicity: 2
⟨S²⟩: 0.822
Calculated total energy: -55979.963 eV
HOMO (spin up / spin down): -17.48 / -17.51 eV
Energy above the lowest of the compared OMol25 structures with the same formula, charge and spin: 0.0 kcal/mol
HOMO-LUMO gap (spin up / spin down): 6.4567 / 6.9175 eV

CARTESIAN COORDINATES (ANGSTROEM)
Ru -1.91050 0.50054 0.18251
N -2.95300 -0.83686 1.93221
C -4.06520 -0.01056 2.43791
C -3.53190 1.33844 2.92181
N -2.82380 2.08754 1.87161
C -3.58440 3.17974 1.24791
C -4.20480 2.73384 -0.07519
N -3.12680 2.28834 -0.96899
H -3.29420 -1.77426 1.71241
H -2.26480 -0.94606 2.68181
H -4.57560 -0.49696 3.27961
H -4.79730 0.12254 1.63471
H -2.83580 1.15594 3.74551
H -4.36970 1.92674 3.31171
H -1.97950 2.48294 2.28281
H -2.90820 4.01554 1.04851
H -4.37510 3.53734 1.91401
H -4.76640 3.57114 -0.50709
H -4.90150 1.90144 0.07451
H -2.51800 3.08144 -1.18469
H -3.52340 1.96034 -1.84859
O -2.36000 -4.15996 -5.60279
N -1.35630 -3.50046 -5.63619
O -0.46480 -3.57406 -6.42899
C -1.17430 -2.47506 -4.56929
C -0.06190 -1.69956 -4.68049
C 0.23130 -0.68286 -3.73339
C 1.33530 0.17764 -3.86279
C 1.51160 1.17954 -2.93549
C 0.58040 1.30954 -1.90259
N -0.43550 0.48354 -1.73199
C -0.63160 -0.50636 -2.62529
C -1.79070 -1.34456 -2.49039
N -2.59160 -1.13906 -1.42599
C -3.73380 -1.79126 -1.33029
C -4.16340 -2.69926 -2.29799
C -3.34330 -2.97136 -3.36809
C -2.11010 -2.30396 -3.49239
H 0.60190 -1.83796 -5.52639
H 2.00860 0.05814 -4.69979
H 2.33950 1.86664 -3.01089
H 0.64850 2.13184 -1.19989
H -4.34190 -1.58616 -0.45919
H -5.12820 -3.17396 -2.20779
H -3.64190 -3.68646 -4.12059
C 3.98330 -3.95026 1.45971
C 3.46890 -2.90556 2.43341
C 1.96790 -2.62726 2.34501
C 1.50710 -2.07706 0.98351
N 2.19870 -0.85256 0.63381
C 1.79090 0.38594 0.88751
S 0.21520 0.68244 1.53971
N 2.60170 1.40604 0.64371
C 2.34830 2.79704 0.95151
C 3.10150 3.26404 2.20641
C 4.61360 3.38894 2.03121
C 5.38160 2.08004 1.94721
H 5.04470 -4.12206 1.62201
H 3.85440 -3.64766 0.41881
H 3.46130 -4.89666 1.59281
H 4.04140 -1.97876 2.33331
H 3.66870 -3.26676 3.44711
H 1.68790 -1.91796 3.12711
H 1.42760 -3.55846 2.52071
H 0.42640 -1.88256 1.00181
H 1.71250 -2.81486 0.20561
H 3.16380 -0.99106 0.35651
H 3.57030 1.21134 0.40891
H 1.27460 2.92204 1.11631
H 2.65750 3.39994 0.09381
H 2.86830 2.59024 3.03321
H 2.70510 4.24724 2.46101
H 4.98150 3.93864 2.90581
H 4.84520 4.01534 1.16731
H 5.00780 1.35104 2.66291
H 6.43240 2.26534 2.16301
H 5.37180 1.64994 0.94301

=====

Record 3
DFT (ωB97M-V with the def2-TZVPD basis set) results for a structure of composition C25H40N8O2RuS.

Calculated values
Net charge: +3
Spin multiplicity: 2
⟨S²⟩: 1.235
Calculated total energy: -55979.467 eV
HOMO (spin up / spin down): -16.80 / -16.82 eV
Energy above the lowest of the compared OMol25 structures with the same formula, charge and spin: 11.4 kcal/mol
HOMO-LUMO gap (spin up / spin down): 7.7106 / 4.9442 eV

CARTESIAN COORDINATES (ANGSTROEM)
Ru 2.05911 1.13369 1.39524
N 4.32200 1.41181 1.98740
C 5.06253 0.35537 1.27435
C 4.37167 -1.01049 1.41071
N 2.96806 -1.01321 0.95807
C 2.76459 -1.35883 -0.45498
C 3.15897 -0.21514 -1.39862
N 2.48381 1.02975 -1.00323
H 4.75808 2.31598 1.78861
H 4.40502 1.25365 2.99513
H 6.08078 0.25406 1.66920
H 5.14808 0.65283 0.22780
H 4.39073 -1.29691 2.46599
H 4.95556 -1.75397 0.85294
H 2.43730 -1.67354 1.52984
H 1.69906 -1.57676 -0.58753
H 3.34310 -2.25252 -0.72169
H 2.89204 -0.50333 -2.42249
H 4.23837 -0.05923 -1.37601
H 1.51681 1.01325 -1.33474
H 2.94651 1.83420 -1.42706
O -1.79964 3.52235 7.67263
N -0.70141 3.19433 7.32961
O 0.30397 3.14977 7.98665
C -0.56180 2.80610 5.91389
C -1.36612 3.41982 5.01007
C -1.22514 3.15241 3.62003
C -2.06390 3.71766 2.64400
C -1.85054 3.40874 1.31974
C -0.78220 2.57757 0.97665
N 0.02901 2.04439 1.87407
C -0.19601 2.28583 3.18273
C 0.59937 1.58298 4.15125
N 1.47578 0.66078 3.70150
C 2.11578 -0.09373 4.57575
C 1.94555 0.03108 5.95643
C 1.08758 0.98936 6.44406
C 0.39527 1.81155 5.53530
H -2.12000 4.12118 5.34433
H -2.86590 4.37748 2.93919
H -2.48865 3.79859 0.54315
H -0.59606 2.32604 -0.06156
H 2.77448 -0.85533 4.17616
H 2.46468 -0.63294 6.62570
H 0.93634 1.10026 7.50886
C -1.01065 0.15336 -7.27898
C -2.12661 0.10773 -6.25242
C -1.75446 0.73096 -4.90546
C -0.57673 0.02496 -4.22047
N -0.91223 -1.31212 -3.78795
C -1.11509 -1.67640 -2.52487
S -0.81097 -0.57554 -1.25210
N -1.49167 -2.92230 -2.24539
C -1.90082 -3.37097 -0.93821
C -3.36593 -3.02880 -0.60706
C -4.39154 -3.69518 -1.51785
C -4.42274 -3.17963 -2.94765
H -1.41221 0.02309 -8.28356
H -0.30182 -0.66227 -7.13585
H -0.47622 1.09934 -7.25075
H -2.48438 -0.91808 -6.13086
H -2.97896 0.68704 -6.62659
H -2.61712 0.71577 -4.23546
H -1.46546 1.77057 -5.06331
H -0.29771 0.58571 -3.32385
H 0.27815 -0.02283 -4.89909
H -1.13968 -1.96710 -4.52742
H -1.70193 -3.55231 -3.01053
H -1.26822 -2.86644 -0.19665
H -1.74294 -4.44826 -0.88568
H -3.47951 -1.94213 -0.64391
H -3.54195 -3.34697 0.42145
H -5.36890 -3.49985 -1.06219
H -4.27341 -4.77992 -1.50909
H -4.20376 -2.11424 -2.98906
H -5.41642 -3.33199 -3.36565
H -3.74070 -3.72214 -3.60264

=====

Record 4
DFT (ωB97M-V with the def2-TZVPD basis set) results for a cluster of 10 separate species, C25H41BFN11 in total.

Calculated values
Net charge: 0
Calculated total energy: -46356.694 eV
HOMO: -4.05 eV
HOMO-LUMO gap: 4.4656 eV

CARTESIAN COORDINATES (ANGSTROEM)
B 1.33647 -2.29533 0.85230
C 0.00779 -3.11415 0.35808
F -0.40294 -4.15439 1.27764
C -1.12166 -2.00489 0.04942
C -2.42035 -2.27699 0.97913
H 1.85001 -1.56386 0.08646
H 1.65338 -2.46154 1.98034
H 0.25214 -3.62522 -0.63695
H -0.73688 -0.95976 0.35335
H -1.35722 -1.95114 -1.06430
H -3.16947 -1.45321 0.72535
H -2.84266 -3.32354 0.82673
H -2.07090 -2.19220 2.07054
C -5.98259 -2.85509 3.27574
C -6.26366 -1.63897 2.44190
N -6.48763 -0.68250 1.78792
H -6.08428 -2.61172 4.33145
H -6.68789 -3.64886 3.02402
H -4.96733 -3.20829 3.08809
C -0.06689 -0.85326 -3.79460
C 0.93918 -0.34049 -2.80717
N 1.74731 0.07593 -1.99685
H -0.97957 -1.14496 -3.27478
H -0.30660 -0.07476 -4.52295
H 0.33540 -1.72100 -4.32089
C 2.90746 3.33979 -3.02932
C 2.17412 3.42528 -4.33509
N 1.56595 3.49528 -5.39477
H 2.36652 2.68685 -2.34185
H 3.90901 2.93616 -3.19074
H 2.99188 4.33474 -2.58137
C -0.64965 3.28904 -0.37285
C 0.30739 2.29237 -0.95557
N 1.06095 1.49402 -1.41845
H -1.28026 3.70313 -1.16166
H -1.28363 2.80475 0.37258
H -0.09496 4.09920 0.10291
C 5.73757 1.44698 -0.42435
C 4.41506 2.13906 -0.20250
N 3.38662 2.70471 -0.02824
H 6.13091 1.08873 0.52809
H 5.61779 0.59812 -1.09945
H 6.44751 2.15130 -0.86141
C -4.69701 -0.56543 6.69239
C -4.99624 -2.01426 6.46065
N -5.23199 -3.15703 6.27783
H -4.00483 -0.45886 7.53027
H -4.24498 -0.13154 5.79765
H -5.61811 -0.02778 6.92165
C 1.25740 5.07467 -9.05186
C 1.21003 4.52657 -7.65670
N 1.17053 4.06036 -6.52676
H 0.76924 6.05163 -9.08745
H 2.29628 5.18385 -9.37256
H 0.74420 4.39539 -9.73661
C -3.81659 -3.26141 10.75943
C -4.09396 -2.04276 9.93358
N -4.31235 -1.08430 9.28168
H -3.91724 -3.02181 11.81908
H -4.52440 -4.05133 10.50342
H -2.80250 -3.61560 10.56847
C 5.15123 -4.10378 1.41917
C 4.84973 -2.88913 0.59430
N 4.61186 -1.91995 -0.06459
H 5.04931 -3.86666 2.47928
H 4.45696 -4.90629 1.16516
H 6.17094 -4.43988 1.22532
C 3.80308 7.63415 -2.93692
C 5.07936 6.84870 -2.92615
N 6.08281 6.22913 -2.91781
H 3.87680 8.47103 -2.24070
H 3.61376 8.02015 -3.93968
H 2.97130 6.99399 -2.63846
C -2.03586 -4.72558 -2.88507
C -2.31602 -3.51705 -3.72632
N -2.53651 -2.56499 -4.38720
H -2.13233 -4.47213 -1.82770
H -2.74483 -5.51862 -3.12770
H -1.02247 -5.08278 -3.07502

=====

Record 5
DFT (ωB97M-V with the def2-TZVPD basis set) results for a structure of composition C25H41Cl3FeO2P2.

Calculated values
Net charge: +1
Spin multiplicity: 6
⟨S²⟩: 8.795
Calculated total energy: -121198.353 eV
HOMO (spin up / spin down): -9.92 / -9.80 eV
Energy above the lowest of the compared OMol25 structures with the same formula, charge and spin: 181.2 kcal/mol
HOMO-LUMO gap (spin up / spin down): 5.2256 / 5.4150 eV

CARTESIAN COORDINATES (ANGSTROEM)
Fe -1.35846 -2.11368 -2.33591
C -2.02380 -1.43227 2.10669
C -1.65572 -2.50454 1.27292
C 0.25757 -1.69617 2.19896
C -0.81973 -0.92258 2.68726
C -0.24738 -2.67464 1.30887
C -3.40956 -1.07491 2.44006
H -4.11991 -1.40801 1.68205
H -3.51106 0.00876 2.53160
H -3.69035 -1.54395 3.39340
C -0.72950 0.10999 3.72905
H -1.61848 0.72879 3.71174
H 0.14198 0.72948 3.53412
H -0.64947 -0.35535 4.71595
C 1.62701 -1.63808 2.73826
H 1.59361 -1.87117 3.81115
H 2.02507 -0.62139 2.65556
H 2.28696 -2.36297 2.25394
C 0.50217 -3.80667 0.70445
H 0.27896 -4.73435 1.24646
H 1.58173 -3.68162 0.78188
H 0.28906 -4.02031 -0.34551
C -2.56029 -3.41848 0.57537
H -2.49846 -4.42127 1.02079
H -2.28286 -3.44126 -0.51473
H -3.58635 -3.08987 0.66195
C -0.23051 2.92954 1.25351
C -1.35096 2.26764 1.06269
C -1.49441 1.15830 0.04300
C -0.36676 1.22088 -0.93554
C 0.95585 0.84567 -0.46248
C 2.04945 1.54487 -0.78150
C 2.16768 2.76172 0.06203
C 0.74367 3.54900 0.28406
H -2.45382 1.11553 -0.50379
H -0.30901 2.16676 -1.57177
H -1.41474 0.13025 0.43815
H 0.33728 3.81410 -0.68473
H -0.10272 3.30363 2.32209
H -2.14161 2.21931 1.83481
H 1.03589 4.49522 0.76442
H 2.41545 2.44293 1.11976
H 2.82726 1.40634 -1.52396
H 2.90591 3.47217 -0.30539
H -0.85626 0.36397 -1.62560
H 0.94597 0.11531 0.39231
P -1.24373 0.30056 -3.39004
C -1.07672 2.15834 -3.75085
C -2.40090 -0.06984 -4.73373
P 0.61490 -1.56670 -2.29183
C 0.49734 -0.13304 -3.57191
C 0.02414 -2.87236 -3.62386
C 2.41570 -1.53849 -2.68578
H -0.10370 2.57103 -3.45190
H -1.87964 2.61533 -3.14200
H -1.24839 2.40941 -4.81901
H -2.12467 0.38511 -5.69776
H -3.37536 0.32327 -4.42045
H -2.49732 -1.15618 -4.82039
H 2.44362 -1.32662 -3.75148
H 2.84318 -2.51693 -2.52706
H 3.05965 -0.79261 -2.19441
H 1.23293 0.67950 -3.45218
H 0.75945 -0.64093 -4.51469
H 0.64594 -3.72203 -3.27014
H 0.27531 -2.21034 -4.46757
H -1.02802 -3.22079 -3.75657
Cl 2.39510 4.29626 5.46190
C 3.08525 2.89133 4.68209
Cl 4.88578 2.97051 4.71518
Cl 2.51629 1.40636 5.43728
C 2.69162 2.89008 3.13024
O 2.75785 4.02373 2.60392
O 2.34805 1.77945 2.55463

=====

Record 6
DFT (ωB97M-V with the def2-TZVPD basis set) results for a structure of composition C25H41Cl3O2P2Sn.

Calculated values
Net charge: +2
Calculated total energy: -92640.983 eV
HOMO (spin up / spin down): -11.13 / -11.04 eV
HOMO-LUMO gap (spin up / spin down): 4.7705 / 4.3103 eV

CARTESIAN COORDINATES (ANGSTROEM)
Sn 0.45163 -1.29831 -4.96776
C -0.94820 -2.24018 1.49301
C 0.37221 -2.59365 1.10915
C 0.50531 -0.78664 2.52714
C -0.87013 -1.14835 2.39685
C 1.26702 -1.69939 1.74559
C -2.17859 -2.92947 1.06605
H -2.11915 -3.26390 0.02070
H -3.05798 -2.28366 1.15174
H -2.39017 -3.82441 1.67148
C -2.01236 -0.52349 3.08561
H -2.77496 -1.27213 3.32964
H -2.49798 0.25054 2.47424
H -1.69078 -0.05029 4.01957
C 1.05483 0.29267 3.35185
H 1.31988 -0.05909 4.36052
H 0.34403 1.11631 3.47061
H 1.96692 0.71436 2.90737
C 2.74344 -1.74058 1.66214
H 3.18464 -2.31625 2.48574
H 3.17790 -0.74051 1.71374
H 3.08102 -2.20969 0.73344
C 0.75842 -3.73156 0.25229
H 1.03699 -4.62082 0.83012
H 1.62129 -3.49425 -0.37468
H -0.05250 -4.03739 -0.40772
C -1.33856 1.07270 -6.08934
C -1.21736 -0.31509 -6.19121
C -0.66424 -0.78988 -7.53514
C 0.83257 -0.26397 -7.67702
C 1.53412 -0.04048 -6.32940
C 1.60170 1.35519 -5.60216
C 0.81048 2.47780 -6.33255
C -0.57828 2.08692 -6.88389
H -1.22312 -0.35990 -8.39623
H 0.84036 0.62369 -8.34480
H -0.73280 -1.89865 -7.59364
H -0.47353 1.83043 -7.96560
H -2.28053 1.43004 -5.63252
H -1.93302 -0.98782 -5.66974
H -1.19188 3.00342 -6.90742
H 0.70213 3.36968 -5.70470
H 2.69146 1.60380 -5.66515
H 1.39766 2.87584 -7.18496
H 1.36052 -1.06502 -8.22399
H 2.49637 -0.57359 -6.26867
P -1.83463 1.51704 -2.18817
C -3.08031 2.77574 -2.05617
C -2.66178 -0.06313 -2.30559
P 1.37569 1.75856 -3.73300
C -0.47464 2.08570 -3.30035
C 2.39364 0.53194 -2.87639
C 2.14575 3.40743 -3.54885
H -3.16898 3.12303 -1.02312
H -4.03484 2.32788 -2.35169
H -2.87515 3.62592 -2.70371
H -2.11950 -0.78863 -2.93958
H -3.68803 0.07105 -2.68522
H -2.74350 -0.49109 -1.28378
H 1.88373 4.12561 -4.33371
H 3.24098 3.27841 -3.58368
H 1.87599 3.86667 -2.58440
H -0.42864 3.16560 -3.05319
H -0.95323 1.99385 -4.29260
H 2.57762 0.86711 -1.84600
H 3.35433 0.39556 -3.40354
H 1.90963 -0.46036 -2.80702
Cl -1.20994 2.90643 1.80792
C 0.01140 3.00533 0.51416
Cl -0.40435 4.24740 -0.72763
Cl 1.61069 3.34088 1.13854
C 0.05298 1.64628 -0.21188
O -1.20119 1.33146 -0.71743
O 0.99097 0.88616 -0.31564

=====

Question: Number 4 is which compound?
Answer: C25H41BFN11

=====

Question: Among the records above, which one has the highest calculated total energy?
Answer: C25H40N4O3